[1]
Molecular formula: C4H8N2O
Method: DFT, ωB97M-V/def2-TZVPD

```
15
Properties=species:S:1:pos:R:3:forces:R:3
C 0.29106 -0.28431 0.61320 -0.3333 -0.0320 0.0206
C -0.02969 0.10625 -0.84008 -0.1361 1.1428 -0.6232
C -0.36524 0.64470 1.62625 0.0400 -0.2546 -0.2518
N 0.69007 -0.58237 -1.78600 -0.3870 -0.2118 0.1077
O 1.70367 -0.30906 0.76362 -0.1639 0.0207 -0.0220
C -2.26585 -0.87214 -0.90468 -0.9416 -1.1629 0.3385
N -1.78583 0.15216 -1.19904 1.8520 0.4534 0.2970
H 2.04023 0.59124 0.68859 0.0123 0.0022 0.0121
H -0.03163 -1.31462 0.78091 -0.0043 0.0481 -0.0236
H 0.04863 1.18212 -0.99675 0.1549 -0.1501 0.1212
H 0.49238 -0.34897 -2.74802 0.0583 0.0007 0.1016
H 0.77672 -1.57655 -1.62497 -0.0593 0.0519 -0.0964
H -1.44665 0.58489 1.53994 -0.0755 0.0769 0.0356
H -0.05223 1.67758 1.45728 -0.0117 0.0190 -0.0194
H -0.06564 0.34905 2.62976 -0.0049 -0.0043 0.0022
```
Forces are in eV/Å.

The frontier orbital gap comes out at 10.8 eV. For the total energy, the calculation gives -9303.1613 eV. The energy above the lowest of the compared OMol25 structures with the same formula, charge and spin comes out at 311.83 kJ/mol. Its charge is 0.


[2]
Molecular formula: C4H9NO2
Method: DFT, ωB97M-V/def2-TZVPD

```
16
Properties=species:S:1:pos:R:3:forces:R:3
H 1.25905 -0.99774 2.12438 0.0835 0.3516 -0.2901
N 0.93406 -0.02843 2.22197 -1.1235 -0.0674 -0.1368
C -0.11530 0.16633 1.50882 0.2432 -1.7471 -0.7771
C -0.90223 1.43525 1.58045 0.1948 0.0523 -0.2009
H -0.42764 -0.64379 0.69090 0.0776 1.7261 2.3002
H -0.32828 2.21302 2.08880 -0.0955 -0.1272 0.0333
H -1.15844 1.77510 0.57409 -0.0029 0.0080 0.0358
H -1.84084 1.26146 2.11381 0.0672 -0.0189 -0.0021
C -0.34710 -1.28044 -2.12701 -0.3054 0.1440 -0.0242
O 0.50005 -1.16158 -0.97977 1.5279 2.3796 -0.1766
C 1.16781 0.13696 -0.82880 -0.5854 -1.2169 -2.6267
O 0.86828 1.13256 -1.44409 0.1955 -1.6568 1.3486
H -1.21346 -1.88381 -1.84336 0.1501 0.0905 0.0113
H -0.68760 -0.30308 -2.48232 0.0904 -0.1518 0.1211
H 0.19433 -1.78804 -2.92851 0.0107 0.0501 0.0853
H 2.09730 -0.03376 -0.26936 -0.5281 0.1838 0.2991
```
Forces are in eV/Å.

Its SMILES is [H]/N=C/C.COC=O. The frontier orbital gap comes out at 10.5 eV. For the total energy, the calculation gives -9877.4272 eV. The energy above the lowest of the compared OMol25 structures with the same formula, charge and spin comes out at 254.09 kJ/mol. Its charge is 0.


[3]
Molecular formula: C25H27N3O7S
Method: DFT, ωB97M-V/def2-TZVPD

```
63
Properties=species:S:1:pos:R:3:forces:R:3
O 1.79299 1.02044 -3.62642 0.2598 0.0651 0.3044
C 0.70315 0.54209 -2.96141 0.2217 0.0030 -0.3243
C 0.30713 1.08274 -1.78487 -0.3743 0.2038 0.2361
C 1.12602 2.14499 -1.11149 0.0416 0.2019 -0.1093
C 2.30896 1.53082 -0.35916 0.1632 -0.0837 0.3105
C 1.82095 0.68235 0.78718 0.1983 0.1146 -0.0999
C 1.45282 1.27683 1.98937 -0.0134 0.0667 0.0908
C 0.94975 0.51404 3.02877 -0.1050 -0.1568 0.0630
C 0.79149 -0.85431 2.86833 -0.0663 -0.1905 0.0148
C 1.14988 -1.45637 1.67425 0.0379 0.0057 -0.0649
C 1.67391 -0.68882 0.64506 -0.1015 -0.1642 0.0082
C -0.88774 0.59307 -1.15937 0.1940 0.1068 -0.0028
C -1.64626 -0.41627 -1.65275 -0.3223 -0.0897 0.1609
C -2.85366 -0.90292 -0.94330 -0.2866 -0.1387 0.0819
C -4.05537 -0.20402 -0.97974 0.1869 -0.1290 0.0539
C -5.14626 -0.71370 -0.28987 -0.0159 0.1256 -0.0636
N -5.12594 -1.83733 0.41763 0.0741 -0.0935 0.0140
C -3.97220 -2.50663 0.44685 -0.0906 0.1802 -0.0870
C -2.82966 -2.08750 -0.21193 0.2000 0.0160 -0.0918
C -1.22696 -1.00500 -2.87560 0.2026 0.0561 0.0033
N -1.79857 -2.01301 -3.53571 -0.0263 -0.1251 -0.1453
S -0.90217 -2.27206 -4.84138 -0.1418 -0.1144 0.0290
N 0.23249 -1.15836 -4.65637 0.1476 0.0123 -0.1394
C -0.05730 -0.51278 -3.52816 -0.0894 -0.1684 0.0481
H 2.25794 0.29119 -4.05207 -0.1772 -0.0234 -0.2512
H 0.51034 2.69459 -0.39874 -0.0726 0.0103 0.0131
H 1.48314 2.86935 -1.84389 0.0460 -0.0470 -0.0776
H 2.95881 2.31840 0.02668 -0.0502 0.1045 -0.0079
H 2.91856 0.92518 -1.02956 -0.0450 -0.0026 -0.1334
H 1.55946 2.34782 2.11515 0.0331 0.0545 -0.0353
H 0.66434 0.96600 3.96822 0.0246 0.1414 0.0088
H 0.38200 -1.45934 3.66536 -0.0167 0.0306 0.0862
H 1.01830 -2.52007 1.52871 -0.0206 -0.0706 0.0470
H 1.94672 -1.17192 -0.28485 0.0512 0.0461 -0.0827
H -1.18269 1.03665 -0.21718 0.0389 0.0797 0.0618
H -4.14342 0.71737 -1.53806 -0.0023 0.0402 -0.0237
H -6.08565 -0.17512 -0.32012 -0.0846 -0.0208 0.0559
H -3.95719 -3.42157 1.02473 -0.0267 -0.0579 0.0465
H -1.92260 -2.67480 -0.15138 0.0182 -0.0422 0.0016
C -1.91820 -6.17511 -1.55407 -0.1170 0.0272 -0.1338
O -1.20014 -5.45552 -0.54692 0.0147 0.0334 0.0279
C -0.44079 -6.21756 0.23966 -0.0327 0.0476 -0.0336
O -0.32012 -7.41133 0.16667 0.0064 -0.0160 0.0033
O 0.16299 -5.42263 1.12286 0.0275 0.0878 0.0419
C 1.01877 -6.10212 2.04611 0.0782 0.0126 0.0954
H -2.48285 -5.42984 -2.10638 0.0243 0.0584 0.0410
H -1.22945 -6.68933 -2.22136 0.0174 -0.0443 0.0404
H -2.59709 -6.89405 -1.10006 0.0427 -0.0386 0.0162
H 1.82047 -6.61543 1.51910 -0.0352 -0.0490 -0.0158
H 0.45149 -6.81516 2.64075 -0.0015 -0.0440 -0.0436
H 1.43379 -5.33198 2.68966 -0.0306 0.0387 -0.0311
C 2.74040 6.05278 -0.61677 0.0624 -0.1031 -0.1677
O 1.98108 5.75761 0.55848 -0.0105 -0.0529 -0.0115
C 1.92112 6.75505 1.44070 -0.0227 -0.0429 0.0076
O 2.43532 7.83482 1.31924 0.0177 0.0361 -0.0049
O 1.19332 6.34658 2.47910 -0.0040 -0.0228 -0.0011
C 1.04388 7.32496 3.51225 -0.0567 0.0198 0.1197
H 2.69861 5.15628 -1.22899 -0.0370 -0.0262 0.0429
H 2.30593 6.88818 -1.16194 0.0071 0.0529 0.0664
H 3.77523 6.27472 -0.36382 -0.0194 0.0693 0.0419
H 0.54082 8.21096 3.13042 0.0466 0.0223 -0.0242
H 2.01357 7.59988 3.92216 0.0132 0.0362 -0.0420
H 0.43634 6.85628 4.28024 -0.0018 -0.0487 -0.0348
```
Forces are in eV/Å.

The frontier orbital gap comes out at 8.0 eV. For the total energy, the calculation gives -56001.5914 eV. Its charge is 0.